[1]
Molecular formula: C16H26Cl3FHfNO11P2
Method: DFT, ωB97M-V/def2-TZVPD

- HOMO-LUMO gap (eV) = 9.106
- LUMO (eV) = -2.17
- calculated total energy (hartree) = -3719.04003
- E_HOMO (eV) = -11.27

ORCA input file:
```
! RIJCOSX wB97M-V def2-TZVPD def2/J DEFGRID3
* xyz 1 1
Hf -0.075 -0.009 -0.454
C 1.937 2.020 -2.494
O 1.578 0.661 -2.203
C 1.551 -0.160 -3.364
C 1.736 -1.566 -2.863
O 0.861 -1.742 -1.730
C 0.203 -3.025 -1.647
C -1.232 -2.819 -2.056
O -1.716 -1.769 -1.240
C -3.096 -1.472 -1.467
H 2.923 2.034 -2.959
H 1.958 2.554 -1.550
H 1.205 2.473 -3.167
H 2.370 0.106 -4.035
H 0.598 -0.034 -3.886
H 2.759 -1.731 -2.522
H 1.485 -2.288 -3.639
H 0.271 -3.345 -0.611
H 0.714 -3.746 -2.282
H -1.813 -3.733 -1.894
H -1.309 -2.537 -3.114
H -3.698 -2.361 -1.267
H -3.246 -1.139 -2.496
H -3.374 -0.682 -0.777
N -1.945 -1.005 4.238
C -1.043 -0.520 3.121
C 0.244 0.037 3.718
P -2.091 0.645 2.145
O -1.488 2.052 2.581
O -3.487 0.404 2.556
O -1.731 0.429 0.670
P -0.669 -2.037 2.137
O -2.127 -2.437 1.587
O -0.161 -3.061 3.062
O 0.164 -1.555 0.951
H -1.851 -0.414 5.064
H -1.691 -1.969 4.486
H -2.918 -0.922 3.890
H 0.033 0.891 4.362
H 0.905 0.380 2.923
H 0.762 -0.741 4.281
H -1.945 2.821 2.216
H -2.347 -3.343 1.840
Cl -3.651 2.811 -1.681
C -2.144 2.850 -2.622
Cl -1.440 4.463 -2.598
Cl -2.447 2.342 -4.278
C -1.216 1.855 -1.907
O -1.195 0.648 -2.277
O -0.542 2.228 -0.926
F 5.069 2.495 2.333
C 3.960 2.000 1.761
C 3.991 0.720 1.240
C 2.834 0.220 0.661
C 1.647 0.965 0.583
C 1.684 2.259 1.117
C 2.825 2.784 1.712
H 4.903 0.140 1.300
H 2.867 -0.797 0.275
H 0.801 2.886 1.070
H 2.847 3.783 2.128
*
```



[2]
Molecular formula: C16H26ClN3O4Re
Method: DFT, ωB97M-V/def2-TZVPD

- HOMO-LUMO gap (spin up / spin down) (eV) = 6.905 / 7.292
- LUMO (spin up / spin down) (eV) = -8.25 / -7.87
- calculated total energy (hartree) = -1628.49907
- E_HOMO (spin up / spin down) (eV) = -15.16 / -15.16
- expectation value of S² = 0.758

ORCA input file:
```
! RIJCOSX wB97M-V def2-TZVPD def2/J DEFGRID3
* xyz 2 2
Re 0.011 0.296 0.164
N -0.032 0.702 -1.973
C 1.336 0.408 -2.526
C 2.400 0.686 -1.475
N 2.025 -0.054 -0.231
C 2.811 0.270 1.002
C 2.099 -0.357 2.190
N 0.671 0.108 2.231
H -0.732 0.177 -2.496
H -0.256 1.682 -2.142
H 1.523 0.998 -3.422
H 1.354 -0.645 -2.803
H 2.454 1.745 -1.222
H 3.381 0.365 -1.826
H 2.103 -1.066 -0.412
H 2.850 1.358 1.084
H 3.831 -0.104 0.914
H 2.614 -0.114 3.118
H 2.082 -1.442 2.085
H 0.626 1.011 2.704
H 0.114 -0.523 2.805
C 4.718 -4.386 -1.452
C 3.305 -3.969 -1.173
C 2.809 -3.973 0.133
C 1.492 -3.641 0.416
C 0.947 -3.787 1.811
C 0.665 -3.275 -0.655
C 1.115 -3.283 -1.979
C 0.187 -3.008 -3.131
C 2.442 -3.626 -2.212
C -0.714 -2.807 -0.374
O -1.782 -3.268 -0.458
O -0.594 -1.414 0.046
H 5.394 -4.054 -0.666
H 5.070 -3.995 -2.406
H 4.778 -5.475 -1.499
H 3.460 -4.277 0.945
H 1.732 -3.689 2.561
H 0.515 -4.783 1.931
H 0.147 -3.078 2.039
H -0.644 -2.348 -2.866
H -0.269 -3.939 -3.473
H 0.720 -2.582 -3.981
H 2.805 -3.656 -3.233
Cl -0.051 5.087 1.340
C -1.335 3.967 0.911
C -0.822 2.592 0.643
O -1.585 1.580 0.639
O 0.409 2.326 0.376
H -1.849 4.316 0.013
H -2.076 3.907 1.708
*
```



[3]
Molecular formula: C16H26CrO12
Method: DFT, ωB97M-V/def2-TZVPD

- HOMO-LUMO gap (spin up / spin down) (eV) = 8.270 / 8.588
- LUMO (spin up / spin down) (eV) = 2.24 / 2.25
- calculated total energy (hartree) = -2572.68549
- E_HOMO (spin up / spin down) (eV) = -6.03 / -6.34
- expectation value of S² = 3.787

ORCA input file:
```
! RIJCOSX wB97M-V def2-TZVPD def2/J DEFGRID3
* xyz -1 4
Cr -28.733 -4.494 -6.665
C -26.903 -5.504 -10.066
C -27.884 -5.236 -8.956
O -28.304 -6.038 -8.074
O -28.190 -4.074 -8.717
H -26.074 -6.131 -9.740
H -26.442 -4.562 -10.361
H -27.310 -6.021 -10.935
C -29.636 -1.004 -4.581
C -29.725 -2.225 -5.378
O -29.169 -2.231 -6.475
O -30.145 -3.280 -4.849
H -30.653 -0.618 -4.510
H -29.017 -0.314 -5.155
H -29.388 -1.122 -3.527
O -29.224 -5.953 -5.415
H -28.862 -6.845 -5.587
O -26.936 -4.111 -6.008
H -26.133 -3.619 -6.267
O -23.341 -3.867 -0.084
C -23.557 -3.957 -1.317
O -24.377 -4.948 -1.868
C -24.775 -4.646 -3.161
C -24.338 -3.192 -3.159
C -23.036 -3.018 -2.382
H -25.807 -4.995 -3.188
H -24.190 -5.187 -3.905
H -25.060 -2.401 -2.953
H -24.244 -2.977 -4.223
H -22.787 -1.966 -2.238
H -22.195 -3.452 -2.923
O -23.356 -9.809 -7.744
C -23.969 -8.977 -7.105
O -23.838 -7.624 -7.141
C -24.719 -6.784 -6.503
C -25.880 -7.748 -6.533
C -25.261 -9.117 -6.279
H -24.996 -5.939 -7.133
H -24.393 -6.550 -5.489
H -26.566 -7.917 -7.363
H -26.499 -7.683 -5.639
H -25.889 -9.817 -6.828
H -25.021 -9.550 -5.308
O -27.029 1.472 -8.682
C -26.685 0.510 -7.953
O -26.743 0.558 -6.657
C -26.189 -0.585 -5.972
C -25.532 -1.340 -7.109
C -26.174 -0.900 -8.402
H -26.955 -1.114 -5.406
H -25.434 -0.424 -5.202
H -25.478 -2.386 -6.807
H -24.482 -1.063 -7.200
H -27.126 -1.426 -8.465
H -25.577 -0.843 -9.312
*
```



[4]
Molecular formula: C16H26F6N2NaO4PS2
Method: DFT, ωB97M-V/def2-TZVPD

- HOMO-LUMO gap (eV) = 7.567
- LUMO (eV) = -1.42
- calculated total energy (hartree) = -2935.04367
- E_HOMO (eV) = -8.99

ORCA input file:
```
! RIJCOSX wB97M-V def2-TZVPD def2/J DEFGRID3
* xyz 0 1
Na 12.084 19.034 0.269
P 8.415 16.192 -1.050
F 8.694 16.637 0.505
F 9.132 17.611 -1.438
F 9.867 15.456 -1.285
F 7.884 15.874 -2.491
F 7.786 14.877 -0.337
F 7.015 17.087 -0.910
C 6.146 19.908 4.865
C 6.560 21.202 5.487
C 7.642 21.807 4.571
S 7.562 21.261 2.936
O 8.931 20.662 2.660
O 7.028 22.364 2.133
C 6.228 19.981 3.359
H 5.221 19.518 5.290
H 6.893 19.119 4.961
H 6.907 21.166 6.520
H 5.809 21.992 5.525
H 8.535 21.448 5.083
H 7.784 22.888 4.582
H 6.412 19.047 2.828
H 5.424 20.622 2.998
C 15.173 16.776 -6.083
C 14.403 15.462 -6.322
C 13.831 15.061 -4.997
S 14.816 15.866 -3.645
O 15.517 14.867 -2.849
O 14.102 17.004 -3.025
C 16.040 16.544 -4.833
H 14.570 17.673 -5.946
H 15.690 17.065 -6.998
H 15.110 14.697 -6.643
H 13.809 15.719 -7.200
H 13.646 13.999 -4.837
H 12.827 15.431 -4.792
H 16.836 15.847 -5.093
H 16.630 17.392 -4.485
N 13.910 20.639 3.763
C 14.515 21.187 2.687
C 15.607 20.335 2.337
C 15.452 19.165 3.044
C 14.404 19.345 3.921
H 13.118 21.038 4.245
H 14.304 22.195 2.361
H 16.239 20.665 1.526
H 15.989 18.229 3.086
H 14.212 18.655 4.729
N 14.131 23.500 -2.667
C 13.781 22.295 -3.250
C 12.575 21.990 -2.793
C 12.173 22.942 -1.853
C 13.121 23.983 -1.829
H 15.034 23.922 -2.827
H 14.503 21.887 -3.942
H 11.982 21.111 -2.997
H 11.186 22.977 -1.414
H 13.180 24.817 -1.145
*
```



[5]
Molecular formula: C16H26LuN4O2S3
Method: DFT, ωB97M-V/def2-TZVPD

- HOMO-LUMO gap (eV) = 1.699
- LUMO (eV) = -13.91
- calculated total energy (hartree) = -3423.45306
- E_HOMO (eV) = -15.61

ORCA input file:
```
! RIJCOSX wB97M-V def2-TZVPD def2/J DEFGRID3
* xyz 3 1
C 1.179 -2.158 2.349
C 2.065 -0.925 2.168
C 2.572 -0.834 0.705
C 3.945 -1.518 0.614
C 2.695 0.621 0.197
C 3.178 1.487 1.296
N 3.574 2.176 2.123
O 3.615 0.712 -0.920
N 4.722 1.664 -0.792
O 5.689 1.255 -1.251
C 1.370 1.277 -0.426
S -0.147 0.973 0.577
C 1.679 2.689 -0.302
N 1.986 3.805 -0.281
C 1.142 0.977 -1.943
C 1.073 -0.489 -2.377
C -0.140 -1.349 -2.000
S -1.712 -0.520 -2.398
C -2.840 -1.217 -1.211
S -3.094 -2.790 -1.394
N -3.430 -0.327 -0.328
C -4.819 0.092 -0.746
C -4.884 1.570 -1.114
C -3.375 -0.805 1.091
C -3.595 0.365 2.043
H 1.093 -2.438 3.397
H 1.614 -3.014 1.824
H 0.185 -2.003 1.919
H 1.527 -0.029 2.481
H 2.934 -1.026 2.821
H 1.883 -1.388 0.064
H 3.885 -2.476 1.131
H 4.700 -0.928 1.142
H 4.266 -1.705 -0.409
H -0.680 2.196 0.437
H 1.958 1.431 -2.510
H 0.229 1.507 -2.228
H 1.123 -0.466 -3.470
H 1.974 -1.015 -2.055
H -0.093 -2.250 -2.612
H -0.175 -1.652 -0.952
H -5.481 -0.124 0.092
H -5.137 -0.527 -1.587
H -4.042 1.852 -1.747
H -4.887 2.186 -0.214
H -5.818 1.765 -1.641
H -4.124 -1.582 1.262
H -2.384 -1.236 1.254
H -3.116 1.275 1.673
H -4.653 0.579 2.194
H -3.177 0.122 3.020
Lu 3.949 4.209 -0.968
*
```



[6]
Molecular formula: C16H26N2O3S
Method: DFT, ωB97M-V/def2-TZVPD

- HOMO-LUMO gap (eV) = 9.219
- LUMO (eV) = 0.77
- calculated total energy (hartree) = -1358.66639
- E_HOMO (eV) = -8.45
- SMILES = CCCS(=O)(=O)N1CCN(Cc2ccccc2OCC)CC1

ORCA input file:
```
! RIJCOSX wB97M-V def2-TZVPD def2/J DEFGRID3
* xyz 0 1
C -2.708 -1.152 -3.083
H -1.663 -1.405 -3.250
H -3.286 -2.072 -3.058
H -3.055 -0.551 -3.919
C -2.865 -0.383 -1.774
C -2.383 -1.189 -0.587
H -2.920 -2.129 -0.488
H -1.314 -1.373 -0.615
S -2.687 -0.288 0.958
O -2.317 -1.154 2.044
O -4.020 0.244 0.920
N -1.589 0.953 0.887
C -2.006 2.279 0.507
C -0.868 2.933 -0.316
N 0.439 2.371 -0.006
C 0.508 2.050 1.405
C -0.466 0.923 1.800
H -0.795 1.039 2.841
H 0.006 -0.053 1.701
H 1.530 1.765 1.660
H 0.265 2.967 1.949
C 0.803 1.259 -0.890
C 2.097 0.622 -0.464
C 3.242 1.399 -0.372
C 4.441 0.864 0.064
C 4.494 -0.471 0.418
C 3.366 -1.268 0.326
C 2.161 -0.739 -0.125
O 1.012 -1.464 -0.296
C 0.946 -2.809 0.146
C 0.703 -2.922 1.648
H 1.508 -2.444 2.203
H 0.657 -3.970 1.931
H -0.239 -2.446 1.915
H 0.098 -3.236 -0.398
H 1.846 -3.358 -0.154
H 3.443 -2.304 0.614
H 5.417 -0.905 0.771
H 5.322 1.483 0.131
H 3.170 2.443 -0.634
H 0.023 0.492 -0.935
H 0.928 1.689 -1.891
H -1.050 2.820 -1.385
H -0.835 4.004 -0.091
H -2.226 2.881 1.400
H -2.927 2.186 -0.067
H -3.913 -0.125 -1.612
H -2.295 0.546 -1.830
*
```



[7]
Molecular formula: C16H26N3O8P2S
Method: DFT, ωB97M-V/def2-TZVPD

- HOMO-LUMO gap (eV) = 6.965
- LUMO (eV) = -4.30
- calculated total energy (hartree) = -2472.24872
- E_HOMO (eV) = -11.27

ORCA input file:
```
! RIJCOSX wB97M-V def2-TZVPD def2/J DEFGRID3
* xyz 1 1
C 1.449 1.882 0.847
C 0.083 1.761 0.157
C -0.809 0.654 0.726
C -0.372 -0.710 0.265
C -0.458 -1.009 -1.085
N -0.057 -2.204 -1.545
C 0.450 -3.159 -0.749
C 0.571 -2.941 0.609
C 1.188 -4.010 1.468
C 2.688 -3.731 1.666
S 3.590 -5.282 1.848
C 5.102 -4.710 1.220
N 5.374 -3.563 0.687
N 6.727 -3.637 0.341
C 7.128 -4.798 0.697
O 6.150 -5.544 1.267
C 0.135 -1.710 1.096
C 0.119 -1.500 2.578
O -0.846 -1.782 3.232
O 1.292 -1.044 3.056
P 1.794 -1.374 4.604
O 2.609 -2.588 4.650
H 1.685 1.008 1.457
H 1.505 2.772 1.467
H 2.248 1.955 0.111
H -0.466 2.697 0.218
H 0.253 1.578 -0.904
H -1.837 0.823 0.412
H -0.748 0.681 1.812
H -0.839 -0.304 -1.809
H -0.125 -2.391 -2.537
H 0.755 -4.085 -1.213
H 1.070 -4.971 0.973
H 0.664 -4.051 2.422
H 3.096 -3.228 0.794
H 2.871 -3.088 2.527
H 8.124 -5.180 0.574
H 0.611 -1.407 5.334
H 2.431 -0.165 4.863
C -2.808 3.122 -4.430
O -2.371 3.257 -3.066
P -3.206 4.134 -2.045
O -2.637 4.101 -0.700
O -4.710 3.621 -2.160
C -5.037 2.318 -1.663
O -3.296 5.524 -2.772
C -4.109 6.566 -2.193
H -3.008 2.070 -4.626
H -3.707 3.703 -4.623
H -2.008 3.470 -5.078
H -4.289 1.970 -0.950
H -5.110 1.622 -2.498
H -5.998 2.384 -1.162
H -4.286 6.383 -1.134
H -5.056 6.613 -2.726
H -3.568 7.500 -2.311
*
```



[8]
Molecular formula: C16H26N4O2S
Method: DFT, ωB97M-V/def2-TZVPD

- HOMO-LUMO gap (eV) = 7.859
- LUMO (eV) = 0.34
- calculated total energy (hartree) = -1392.40416
- E_HOMO (eV) = -7.52

ORCA input file:
```
! RIJCOSX wB97M-V def2-TZVPD def2/J DEFGRID3
* xyz 0 1
C 1.944 4.404 -4.177
C 1.630 3.748 -2.784
C 1.067 2.257 -2.887
C 0.730 1.827 -1.547
C 1.834 1.602 -0.808
C 1.717 1.027 0.641
N 1.040 -0.122 0.602
C -0.424 -0.525 0.576
N -0.780 -1.751 0.349
C 0.312 -2.380 0.131
C 1.609 -1.657 0.038
C 2.816 -2.018 -0.391
O 3.622 -1.236 -0.288
N 2.805 -3.415 -0.522
C 1.605 -4.242 -0.658
O 1.950 -5.304 -0.800
N 0.384 -3.591 -0.122
C -0.673 -4.473 -0.160
H -1.197 -4.711 0.776
H -0.287 -5.556 -0.428
H -1.483 -4.165 -1.018
H 3.853 -3.726 -0.774
S -1.327 0.708 1.181
C -2.802 -0.134 1.443
C -3.053 -1.180 2.415
C -2.952 -0.231 3.957
C -4.276 0.807 4.223
H -4.254 1.265 3.363
H -4.955 0.126 4.233
H -4.087 1.200 5.215
H -2.023 0.394 3.805
H -2.837 -0.829 4.653
H -3.898 -1.626 2.666
H -2.228 -1.585 2.604
H -3.066 -0.730 0.485
H -3.652 0.404 1.358
H 0.977 1.562 1.083
H 2.811 0.736 1.343
H 2.711 0.773 -1.307
H 2.824 2.391 -0.618
H 0.226 0.975 -1.527
H 0.440 2.612 -0.938
H 0.247 2.564 -3.557
H 1.778 1.905 -3.441
H 1.102 4.472 -2.436
H 2.557 3.756 -2.265
H 2.507 3.837 -4.748
H 2.221 5.462 -4.063
H 0.936 4.375 -4.879
*
```



[9]
Molecular formula: C16H26N4O2S
Method: DFT, ωB97M-V/def2-TZVPD

- HOMO-LUMO gap (eV) = 9.008
- LUMO (eV) = 0.45
- calculated total energy (hartree) = -1393.01723
- E_HOMO (eV) = -8.56
- SMILES = CCCc1nnc(NC(=O)CCC(=O)NC2CCCCCC2)s1

ORCA input file:
```
! RIJCOSX wB97M-V def2-TZVPD def2/J DEFGRID3
* xyz 0 1
C -1.014 -7.498 4.920
C -0.906 -6.493 3.781
H -0.396 -6.952 2.932
H -1.906 -6.199 3.453
C -0.133 -5.243 4.213
C -0.032 -4.257 3.112
N 1.071 -3.872 2.581
N 0.932 -2.980 1.606
C -0.298 -2.668 1.377
N -0.682 -1.759 0.434
C -1.989 -1.445 0.237
O -2.888 -1.976 0.856
C -2.265 -0.359 -0.791
H -2.185 0.603 -0.275
H -3.308 -0.482 -1.090
C -1.362 -0.366 -2.034
C -0.069 0.388 -1.767
O 0.828 -0.084 -1.084
N 0.012 1.610 -2.308
H -0.772 1.995 -2.813
C 1.144 2.495 -2.069
C 1.389 3.354 -3.313
H 2.448 3.608 -3.362
C 0.575 4.647 -3.390
C 1.265 5.822 -2.696
C 1.229 5.766 -1.171
C 1.805 4.486 -0.568
H 2.794 4.285 -0.980
C 0.895 3.274 -0.770
H 1.031 2.570 0.053
H -0.147 3.605 -0.743
H 1.926 4.647 0.505
H 1.795 6.619 -0.789
H 0.198 5.882 -0.830
H 2.304 5.864 -3.031
H 0.783 6.750 -3.012
H -0.422 4.503 -2.970
H 0.448 4.909 -4.443
H 1.174 2.731 -4.185
H 2.006 1.836 -1.920
H -1.117 -1.394 -2.306
H -1.895 0.092 -2.869
H 0.074 -1.273 -0.075
S -1.454 -3.500 2.396
H 0.880 -5.513 4.518
H -0.643 -4.782 5.062
H -1.562 -8.380 4.599
H -0.025 -7.808 5.249
H -1.536 -7.059 5.768
*
```